[1]
The following is a DFT calculation (ωB97M-V/def2-TZVPD) of an isolated ion of composition C5H8N3OS and charge +1.

Each line ends with the Löwdin charge.
Cartesian coordinates (Å):
C: 0.685 1.613 -0.778  -0.17
C: 1.689 0.848 -0.255  -0.32
C: -1.232 0.642 0.035  -0.30
C: 0.544 -1.044 0.425  -0.22
C: -2.608 0.824 0.465  -0.01
N: -0.548 1.635 -0.373  0.14
N: -0.692 -0.724 0.036  0.13
N: 1.111 -1.991 -0.264  0.19
O: 3.392 -0.817 0.360  -0.55
S: 3.167 0.614 0.401  1.00
H: 0.880 2.147 -1.694  0.14
H: 1.006 -0.654 1.445  0.20
H: -3.375 0.255 -0.161  0.12
H: -2.783 1.983 0.337  0.14
H: -2.746 0.602 1.519  0.09
H: -1.247 -1.495 -0.280  0.16
H: 0.797 -1.979 -1.201  0.14
H: 1.960 -2.461 -0.016  0.13

The calculation puts the largest force on an atom at 0.07653 hartree/bohr. The value obtained for the frontier orbital gap is 8.3176 eV. The net charge is +1. The lowest unoccupied orbital energy comes out at -5.03 eV. The calculation puts the calculated total energy at -832.6416 a.u.

---

[2]
The following is a DFT calculation (ωB97M-V/def2-TZVPD) of an isolated molecule of C5H8N4.

Each line ends with the Löwdin charge.
Cartesian coordinates (Å):
H: 2.256 -0.472 2.722  0.04
N: 1.544 -0.153 2.068  0.08
C: 1.925 -0.498 0.905  -0.26
N: 1.121 -0.451 -0.193  -0.17
N: 1.634 -0.882 -1.405  0.06
C: -0.200 0.013 -0.183  -0.21
C: -0.973 0.528 0.934  -0.03
C: -2.196 0.900 0.422  -0.14
N: -2.235 0.639 -0.917  -0.01
C: -1.001 0.120 -1.309  -0.08
H: 2.834 -1.049 0.671  0.12
H: 1.046 -1.626 -1.777  0.09
H: 1.619 -0.119 -2.062  0.08
H: -0.637 0.604 1.957  0.07
H: -3.082 1.333 0.888  0.11
H: -2.982 0.945 -1.530  0.15
H: -0.822 -0.065 -2.356  0.10

The calculation puts the largest force on an atom at 0.02734 hartree/bohr. The value obtained for the frontier orbital gap is 8.6026 eV. The net charge is 0. The lowest unoccupied orbital energy comes out at 0.86 eV. As for the SMILES: [H]/N=C/N(N)c1cc[nH]c1. The calculation puts the calculated total energy at -414.3025 a.u.

---

[3]
The following is a DFT calculation (ωB97M-V/def2-TZVPD) of C5H8N4O2 as an isolated structure.

Each line ends with the Löwdin charge.
Cartesian coordinates (Å):
C: -0.058 1.944 -0.302  -0.11
C: -1.276 1.237 0.038  -0.32
C: -1.155 -0.101 0.069  0.09
C: 2.282 -1.430 0.726  -0.07
C: 1.734 -1.041 -0.650  -0.21
N: 0.964 1.160 -0.589  0.03
N: 0.715 -0.067 -0.475  -0.05
N: -2.306 1.995 0.444  0.12
N: -1.933 -1.184 -0.138  -0.44
O: -3.102 -0.912 0.108  0.05
O: -1.585 -2.269 -0.498  0.10
H: -0.011 3.046 -0.485  0.12
H: 1.617 -1.508 1.513  0.05
H: 2.873 -0.653 1.005  0.04
H: 2.879 -2.314 0.656  0.07
H: 1.233 -1.917 -1.073  0.11
H: 2.559 -0.643 -1.298  0.14
H: -2.197 3.065 0.295  0.16
H: -3.235 1.591 0.654  0.12

The calculation puts the largest force on an atom at 0.12216 hartree/bohr. The value obtained for the frontier orbital gap is 8.3908 eV. The net charge is 0. The lowest unoccupied orbital energy comes out at -0.16 eV. The calculation puts the calculated total energy at -564.6028 a.u.

---

[4]
The following is a DFT calculation (ωB97M-V/def2-TZVPD) of an isolated molecule of C5H8N4O2.

Each line ends with the Löwdin charge.
Cartesian coordinates (Å):
O: -3.985 0.168 -0.633  0.14
C: -2.926 0.269 -0.093  -0.49
O: -2.173 1.394 -0.035  0.11
C: -2.380 -0.907 0.718  -0.05
N: -1.391 -1.666 0.484  0.07
N: -0.600 -1.339 -0.682  0.05
C: 0.571 -0.638 -0.315  -0.48
N: 1.693 -1.217 -0.189  0.10
C: 2.668 -0.106 -0.167  -0.19
C: 1.849 1.134 0.296  -0.18
N: 0.527 0.716 -0.101  0.02
H: -1.358 1.219 0.406  0.05
H: -2.965 -1.152 1.588  0.12
H: -0.262 -2.230 -0.946  0.10
H: 3.521 -0.329 0.558  0.12
H: 2.979 0.072 -1.240  0.12
H: 2.014 1.322 1.412  0.13
H: 2.183 2.030 -0.229  0.11
H: 0.036 1.261 -0.831  0.15

The calculation puts the largest force on an atom at 0.04857 hartree/bohr. The value obtained for the frontier orbital gap is 10.0434 eV. The net charge is 0. The lowest unoccupied orbital energy comes out at 0.59 eV. As for the SMILES: O=C(O)/C=N\NC1=NCCN1. The calculation puts the calculated total energy at -564.7743 a.u.

---

[5]
The following is a DFT calculation (ωB97M-V/def2-TZVPD) of an isolated molecule of C5H8N4O4S2.

Each line ends with the Löwdin charge.
Cartesian coordinates (Å):
C: 0.895 2.689 1.191  -0.69
C: -0.616 0.217 0.588  -0.47
C: -2.200 -0.069 -1.321  -0.05
C: -1.979 -0.162 0.259  -0.24
C: 1.703 -0.512 0.326  -0.24
N: 1.939 3.169 1.256  0.12
N: 3.565 1.405 -0.494  -0.02
N: 0.364 -0.555 0.547  0.14
N: 2.625 -1.147 0.997  -0.26
O: 3.887 -1.025 0.869  -0.06
O: 2.199 -1.940 2.099  0.06
O: 1.151 1.466 -1.129  -0.37
O: 2.602 -0.252 -2.215  -0.25
S: -0.604 2.098 0.993  1.01
S: 2.305 0.562 -1.083  0.67
H: -1.479 -0.765 -1.759  0.08
H: -3.132 -0.299 -1.606  0.02
H: -1.899 0.884 -1.808  0.09
H: -2.346 -1.197 0.530  0.14
H: -2.749 0.389 0.861  0.11
H: 4.347 0.799 -0.409  0.06
H: 3.231 1.764 0.361  0.01
H: 2.955 -2.315 2.614  0.14

The calculation puts the largest force on an atom at 0.09490 hartree/bohr. The value obtained for the frontier orbital gap (spin up / spin down) is 8.2893 / 8.2878 eV. The net charge is 0. The lowest unoccupied orbital energy (spin up / spin down) comes out at -0.57 / -0.57 eV. The calculation puts the calculated total energy at -1511.4754 a.u.

---

[6]
The following is a DFT calculation (ωB97M-V/def2-TZVPD) of a 2-piece molecular cluster, C5H8NO overall.

Each line ends with the Löwdin charge.
Cartesian coordinates (Å):
C: -0.617 0.009 1.209  0.08
C: 3.348 -0.828 0.086  -0.01
C: 1.687 1.085 0.110  0.26
C: -1.563 -0.112 0.426  -0.23
C: -3.538 0.155 -0.815  -0.02
N: 2.554 0.327 0.016  0.09
O: -2.457 -0.613 -0.325  -0.03
H: 0.196 0.333 1.861  0.04
H: 3.984 -0.732 0.959  0.11
H: 4.098 -0.844 -0.759  0.14
H: 2.732 -1.730 0.287  0.14
H: 0.873 1.844 0.065  0.15
H: -3.191 0.730 -1.667  0.10
H: -3.932 0.963 -0.246  0.10
H: -4.175 -0.588 -1.206  0.09

The calculation puts the largest force on an atom at 0.06502 hartree/bohr. The value obtained for the frontier orbital gap is 8.5270 eV. The net charge is +1. The lowest unoccupied orbital energy comes out at -4.39 eV. The calculation puts the calculated total energy at -324.8652 a.u.

---

[7]
The following is a DFT calculation (ωB97M-V/def2-TZVPD) of C5H8NO as an isolated structure.

Each line ends with the Löwdin charge.
Cartesian coordinates (Å):
C: -1.799 -0.865 -0.616  -0.03
C: -0.496 -1.139 0.120  -0.12
C: -0.680 0.852 0.578  -0.27
C: 0.498 -0.105 0.098  -0.01
C: 1.898 0.136 0.096  0.01
N: -1.715 -0.363 0.736  0.15
O: -1.026 1.800 -0.290  0.12
H: -1.753 -0.106 -1.477  0.16
H: -2.285 -1.784 -0.804  0.12
H: -0.351 -2.200 0.162  0.15
H: -0.291 1.149 1.553  0.18
H: 2.636 -0.782 0.232  0.16
H: 2.265 1.078 0.694  0.16
H: 1.942 0.399 -0.949  0.12
H: -1.796 2.140 0.009  0.08

The calculation puts the largest force on an atom at 0.09795 hartree/bohr. The value obtained for the frontier orbital gap is 9.4212 eV. The net charge is +1. The lowest unoccupied orbital energy comes out at -6.12 eV. The calculation puts the calculated total energy at -324.8855 a.u.

---

[8]
The following is a DFT calculation (ωB97M-V/def2-TZVPD) of C5H8NO2S2 as an isolated structure.

Each line ends with the Löwdin charge.
Cartesian coordinates (Å):
C: 2.753 0.412 -0.138  -0.85
C: -1.706 0.956 0.294  -0.30
C: -2.042 -0.195 -0.711  -0.50
C: -0.168 0.893 0.442  -0.31
C: -0.067 -2.080 -0.166  -0.79
N: 1.964 -0.423 0.795  -0.28
O: 3.917 0.316 0.152  -0.02
O: 2.198 0.959 -1.086  -0.05
S: -1.832 -1.889 0.037  0.65
S: 0.384 -0.889 1.043  0.89
H: -1.967 1.960 -0.116  0.10
H: -2.329 0.716 1.170  0.09
H: -3.082 -0.152 -0.946  0.03
H: -1.530 -0.217 -1.637  0.05
H: 0.461 1.074 -0.424  0.03
H: 0.270 1.689 1.341  0.15
H: 0.158 -1.926 -1.209  -0.02
H: 2.619 -1.205 1.160  0.12

The calculation puts the largest force on an atom at 0.08657 hartree/bohr. The value obtained for the frontier orbital gap is 7.1320 eV. The net charge is -1. The lowest unoccupied orbital energy comes out at 3.09 eV. The calculation puts the calculated total energy at -1196.8927 a.u.

---

[9]
The following is a DFT calculation (ωB97M-V/def2-TZVPD) of an isolated ion of composition C5H8NO5P and charge -2.

Each line ends with the Löwdin charge.
Cartesian coordinates (Å):
C: 1.343 0.600 2.630  -0.14
C: 0.694 0.979 1.291  -0.22
C: -0.227 0.109 0.717  -0.14
C: -0.910 0.088 -0.597  -0.40
N: -0.950 1.177 -1.513  0.02
C: -2.336 -0.777 -0.729  -0.69
O: -2.335 -1.935 -0.321  -0.05
O: -3.209 -0.094 -1.311  -0.10
P: 0.489 -1.195 -1.423  0.35
O: 0.196 -1.236 -2.872  -0.38
O: 0.978 -2.473 -0.761  -0.41
O: 1.733 -0.081 -1.274  -0.24
H: 1.634 -0.462 2.523  0.06
H: 0.495 0.544 3.468  0.09
H: 2.105 1.321 2.737  0.02
H: 1.065 1.710 0.690  0.04
H: -0.529 -0.812 1.317  0.13
H: -1.786 1.087 -2.073  0.04
H: -0.123 1.225 -2.124  0.06
H: 1.675 0.225 -0.376  -0.03

The calculation puts the largest force on an atom at 0.09916 hartree/bohr. The value obtained for the frontier orbital gap is 6.3493 eV. The net charge is -2. The lowest unoccupied orbital energy comes out at 5.94 eV. As for the SMILES: C/C=C/[C@](N)(C(=O)[O-])[P@](=O)([O-])O. The calculation puts the calculated total energy at -967.6966 a.u.

---

[10]
The following is a DFT calculation (ωB97M-V/def2-TZVPD) of C5H8NOP as an isolated structure.

Each line ends with the Löwdin charge.
Cartesian coordinates (Å):
C: 1.510 1.057 -0.908  -0.27
C: 0.238 0.976 -1.195  -0.18
C: 1.813 -0.130 1.134  -0.25
C: 0.789 -1.046 0.857  -0.12
C: -2.318 -0.659 -0.336  -0.18
N: 2.133 0.696 0.220  0.03
O: -1.265 1.553 1.081  -0.36
P: -0.904 0.452 0.159  0.76
H: 2.154 1.498 -1.666  0.11
H: -0.261 1.541 -1.978  0.07
H: 2.453 -0.137 2.037  0.13
H: 0.887 -1.891 0.134  0.10
H: 0.377 -1.336 1.784  0.04
H: -2.436 -1.126 0.613  0.02
H: -3.187 -0.101 -0.855  0.09
H: -1.984 -1.349 -1.080  0.02

The calculation puts the largest force on an atom at 0.08465 hartree/bohr. The value obtained for the frontier orbital gap is 8.7584 eV. The net charge is 0. The lowest unoccupied orbital energy comes out at -0.01 eV. The calculation puts the calculated total energy at -666.5830 a.u.

---

[11]
The following is a DFT calculation (ωB97M-V/def2-TZVPD) of an isolated ion of composition C5H8NOS and charge +1.

Each line ends with the Löwdin charge.
Cartesian coordinates (Å):
C: 1.090 -1.374 0.059  -0.15
C: 2.445 -1.518 -0.001  -0.38
C: 2.034 0.835 0.263  -0.41
C: -1.666 0.386 -0.533  -0.04
C: -0.669 0.265 0.599  -0.24
N: 0.593 -0.141 0.205  -0.01
O: 1.726 2.133 0.194  0.13
S: 3.367 -0.114 0.149  1.22
H: 0.298 -2.138 -0.071  0.17
H: 2.899 -2.438 -0.412  0.11
H: -1.149 0.611 -1.500  0.11
H: -2.289 1.154 -0.319  0.04
H: -2.055 -0.661 -0.705  0.11
H: -1.077 -0.478 1.323  0.16
H: -0.720 1.229 0.961  0.10
H: 2.520 2.546 0.412  0.10

The calculation puts the largest force on an atom at 0.16852 hartree/bohr. The value obtained for the frontier orbital gap is 8.5763 eV. The net charge is +1. The lowest unoccupied orbital energy comes out at -4.86 eV. The calculation puts the calculated total energy at -723.1448 a.u.

---

[12]
The following is a DFT calculation (ωB97M-V/def2-TZVPD) of a 2-piece molecular cluster, C5H8NOS overall.

Each line ends with the Löwdin charge.
Cartesian coordinates (Å):
C: -1.084 -0.197 1.265  -0.08
C: -0.813 -0.080 2.573  -0.28
C: 1.163 -0.622 1.234  -0.34
C: 0.058 -0.597 0.501  -0.35
C: 0.040 -0.884 -0.875  -0.01
N: 0.698 1.403 -1.781  0.06
O: -0.962 -1.005 -1.727  0.19
S: 0.894 -0.240 2.852  1.14
H: -1.978 -0.220 0.814  0.09
H: -1.466 0.169 3.245  0.03
H: 2.079 -0.871 0.603  0.15
H: 0.848 -1.492 -1.186  0.15
H: 1.497 1.333 -2.403  0.05
H: -0.113 1.643 -2.369  0.06
H: 0.877 2.259 -1.204  0.08
H: -1.737 -0.600 -1.542  0.08

The calculation puts the largest force on an atom at 0.10780 hartree/bohr. The value obtained for the frontier orbital gap is 8.7032 eV. The net charge is +1. The lowest unoccupied orbital energy comes out at -5.27 eV. The calculation puts the calculated total energy at -723.1849 a.u.

---

Record-wise relative energy (zero: lowest compared OMol25 entry of this formula, charge and spin) values, in kcal/mol: 78.7; 18.6; 175.2; 67.5; 17.8; 109.0; 96.3; 92.0; 50.4; 28.5; 69.4; 44.2